185
Properties=species:S:1:pos:R:3:forces:R:3:lowdin_charge:R:1 method="wB97M-V/def2-TZVPD" homo_energy_ev=-9.2 e_above_lowest_kj_mol=0.00 orbital_gap_ev=9.64
C -0.787 2.128 -4.857 1.263 -0.402 -0.542 -0.04
C -0.331 0.869 -4.070 0.300 0.166 -0.049 -0.41
C 0.791 0.155 -4.830 -0.466 0.939 -1.091 -0.20
O 0.224 -0.135 -6.095 0.467 0.167 -0.437 -0.21
C 1.202 -0.651 -6.961 0.820 -0.953 0.078 -0.12
N 0.239 1.219 -2.788 0.866 0.933 0.988 0.05
H -1.544 2.744 -4.390 -0.105 -0.054 0.522 0.06
H -1.152 1.864 -5.845 -0.094 -0.123 -0.113 0.07
H 0.133 2.747 -5.023 -0.742 -0.301 0.209 0.10
H -1.133 0.140 -3.919 -0.192 0.208 -0.035 0.11
H 1.290 -0.730 -4.429 -0.563 -0.179 0.643 0.13
H 1.604 0.885 -4.973 0.032 0.102 0.024 0.12
H 0.825 -0.702 -7.989 -0.057 0.097 0.337 0.09
H 1.434 -1.679 -6.605 0.092 0.283 -0.447 0.09
H 2.183 -0.099 -6.955 -0.948 -0.073 0.067 0.10
H -0.261 1.993 -2.346 -0.152 -0.288 -0.176 0.08
H 1.176 1.651 -2.939 -0.784 -0.440 0.118 0.06
C -2.806 -2.529 -7.175 -1.379 -0.030 -1.391 -0.08
C -2.626 -3.361 -5.968 1.013 -0.904 0.972 -0.47
C -2.961 -2.586 -4.701 0.494 -0.053 -1.106 -0.23
O -2.829 -3.441 -3.608 -0.083 -0.093 -0.399 -0.20
C -3.097 -2.703 -2.472 -0.723 0.098 1.207 -0.13
N -3.326 -4.663 -6.043 -1.307 0.774 -0.190 0.04
H -2.139 -1.695 -7.228 0.479 0.577 0.222 0.06
H -3.844 -2.141 -7.293 0.487 -0.213 0.213 0.09
H -2.613 -3.146 -8.052 0.007 -0.010 -0.128 0.08
H -1.558 -3.627 -5.939 -0.053 0.119 0.247 0.13
H -4.014 -2.310 -4.800 -0.171 0.535 0.156 0.12
H -2.292 -1.684 -4.576 -0.667 -0.638 -0.221 0.13
H -3.166 -3.420 -1.652 0.203 0.325 0.247 0.09
H -4.085 -2.163 -2.525 0.721 -0.331 -0.087 0.10
H -2.289 -1.974 -2.324 -0.163 0.083 0.352 0.08
H -4.283 -4.494 -6.449 1.190 -0.377 0.748 0.09
H -3.434 -5.023 -5.081 -0.059 0.214 -0.760 0.07
C -3.698 -1.795 2.408 1.008 0.692 1.554 -0.07
C -4.445 -1.707 1.089 1.027 1.458 1.398 -0.49
C -5.127 -2.987 0.856 -0.133 -1.297 0.930 -0.22
O -4.093 -3.969 0.853 -0.955 -0.847 -0.597 -0.21
C -4.628 -5.193 0.393 -0.974 -0.647 0.277 -0.12
N -5.396 -0.632 1.126 -0.802 1.354 -1.095 0.05
H -3.093 -2.727 2.412 -0.364 0.761 0.296 0.08
H -4.354 -1.732 3.305 -0.080 -0.620 -0.685 0.09
H -3.021 -0.911 2.638 -0.500 -0.924 -0.879 0.08
H -3.659 -1.496 0.374 0.172 -0.369 -0.759 0.11
H -5.774 -3.018 -0.020 0.242 0.017 -0.442 0.13
H -5.783 -3.216 1.723 0.058 0.289 -0.311 0.14
H -5.581 -5.563 0.916 1.241 0.796 -0.220 0.11
H -3.891 -5.984 0.473 0.257 0.058 0.131 0.08
H -4.908 -5.096 -0.652 -0.050 -0.028 -0.417 0.07
H -5.123 0.132 1.740 0.122 -0.342 0.045 0.07
H -5.444 -0.190 0.192 -0.331 -0.262 0.688 0.06
C -1.179 6.249 2.090 0.094 -0.360 -1.093 -0.06
C -2.032 4.991 2.229 0.500 -0.043 -1.295 -0.40
C -3.432 5.129 1.644 -0.519 0.633 1.281 -0.25
O -3.356 5.548 0.323 0.049 0.582 -0.654 -0.19
C -4.630 5.876 -0.195 -0.005 -1.035 -0.390 -0.09
N -1.302 3.856 1.579 -0.211 0.552 0.592 0.06
H -1.734 7.157 2.276 -0.224 0.224 0.313 0.07
H -0.811 6.333 1.046 -0.037 -0.062 0.623 0.08
H -0.345 6.157 2.778 0.234 0.203 -0.067 0.07
H -2.098 4.814 3.286 -0.291 -0.548 0.551 0.12
H -4.047 5.902 2.200 0.577 -0.865 -0.132 0.14
H -3.930 4.143 1.726 -0.148 0.222 -0.006 0.12
H -5.235 6.495 0.456 -0.001 0.107 0.574 0.08
H -5.159 4.918 -0.382 -0.115 0.602 -0.129 0.08
H -4.513 6.442 -1.110 0.215 -0.167 -0.315 0.09
H -1.804 3.001 1.768 0.009 -0.288 0.184 0.05
H -1.353 3.960 0.569 0.021 0.255 0.019 0.06
C -3.138 1.827 -0.815 -1.918 -0.326 -0.163 -0.02
C -4.279 2.296 -1.768 0.943 -0.342 0.829 -0.43
C -4.333 1.389 -2.940 -1.166 -0.341 -1.711 -0.22
O -5.361 1.885 -3.834 0.327 -0.631 -0.429 -0.20
C -5.387 1.058 -5.008 0.593 0.582 0.065 -0.09
N -5.590 2.222 -1.109 0.592 0.129 0.428 0.06
H -3.206 2.392 0.123 0.290 -0.237 -0.231 0.06
H -2.157 1.834 -1.252 0.409 0.457 -0.243 0.05
H -3.372 0.772 -0.649 0.158 -0.057 0.545 0.06
H -4.013 3.262 -2.173 -0.120 0.759 0.054 0.13
H -4.684 0.382 -2.684 0.445 -0.107 0.426 0.12
H -3.412 1.325 -3.535 0.214 0.060 0.444 0.12
H -4.591 1.364 -5.714 -0.224 0.080 0.205 0.09
H -6.350 1.175 -5.516 0.161 -0.193 0.308 0.09
H -5.141 0.015 -4.754 -0.549 0.085 -0.022 0.07
H -5.633 2.740 -0.224 0.033 -0.159 -0.714 0.07
H -6.289 2.553 -1.762 -0.148 0.042 0.205 0.08
C 3.425 0.197 3.053 -0.064 0.599 -0.777 -0.05
C 4.445 0.277 4.162 -0.193 -0.624 -0.093 -0.41
C 5.846 0.239 3.579 -0.932 0.390 0.104 -0.20
O 6.717 0.341 4.673 -0.068 0.787 0.150 -0.19
C 7.864 -0.440 4.636 -0.142 -0.155 0.921 -0.10
N 4.270 1.509 4.940 0.563 0.085 0.146 0.06
H 2.393 0.336 3.417 0.444 -0.097 -0.255 0.08
H 3.557 -0.730 2.525 -0.319 -0.696 0.120 0.04
H 3.665 0.911 2.237 -0.354 0.242 0.662 0.08
H 4.317 -0.622 4.793 0.021 0.517 0.141 0.15
H 5.886 1.126 2.951 0.512 0.306 -0.325 0.13
H 5.967 -0.625 2.929 0.378 -0.377 0.234 0.11
H 8.625 -0.061 3.969 0.349 0.144 -0.293 0.09
H 7.536 -1.414 4.352 0.325 -1.140 -0.415 0.07
H 8.233 -0.502 5.670 0.144 0.112 -0.388 0.10
H 4.217 2.264 4.248 0.139 0.001 0.336 0.09
H 5.137 1.634 5.498 -0.880 0.096 -0.433 0.11
C 5.240 -0.402 -0.195 1.780 0.737 -1.142 -0.06
C 4.804 -1.733 -0.681 0.958 -0.678 -1.346 -0.46
C 4.126 -2.474 0.412 -0.309 -0.834 -0.062 -0.22
O 4.861 -2.415 1.605 0.924 0.229 -0.665 -0.21
C 4.378 -3.247 2.588 0.297 -1.985 0.699 -0.13
N 3.915 -1.569 -1.834 -0.839 -1.286 -0.528 0.06
H 4.363 0.167 0.045 -0.372 0.707 0.062 0.06
H 5.889 0.074 -0.993 -0.999 -0.148 0.873 0.11
H 5.858 -0.507 0.686 0.080 0.057 0.271 0.06
H 5.671 -2.321 -1.064 -0.299 0.375 0.519 0.15
H 4.010 -3.498 0.034 -0.220 -0.256 0.486 0.13
H 3.133 -2.045 0.546 -0.310 -0.002 0.202 0.11
H 5.041 -3.215 3.474 -0.280 0.221 -0.446 0.10
H 4.349 -4.341 2.266 -0.050 1.170 0.190 0.11
H 3.388 -2.940 2.874 -0.718 -0.014 0.379 0.07
H 2.998 -1.363 -1.446 -0.235 0.638 -0.122 0.02
H 3.697 -2.489 -2.287 0.746 0.853 0.481 0.09
C 0.505 1.048 0.951 0.536 -1.493 -0.696 -0.02
C 0.776 -0.455 0.521 -0.564 0.176 -0.022 -0.40
C -0.556 -1.215 0.696 0.764 0.010 0.281 -0.05
O 1.231 -0.639 -0.843 0.137 0.277 1.777 -0.11
H -0.312 1.398 0.338 -0.473 0.241 -0.115 0.05
H 1.319 1.755 0.823 0.382 -0.218 -0.083 0.06
H 0.206 1.047 1.993 -0.099 0.077 0.159 0.06
H 1.523 -0.926 1.178 -0.115 0.350 -0.224 0.10
H -0.923 -0.946 1.688 -0.293 -0.389 -0.124 0.04
H -0.411 -2.302 0.600 -0.043 0.323 0.167 0.10
H -1.284 -0.918 -0.057 -0.050 0.219 -0.079 0.06
H 0.597 -0.129 -1.348 -0.124 0.472 -1.122 0.02
C 0.082 -6.115 -3.129 0.544 1.347 1.029 -0.03
C 0.977 -5.012 -2.433 -0.481 -1.542 -0.196 -0.49
C 0.322 -3.678 -2.451 0.066 1.974 -1.288 -0.07
O 1.295 -5.178 -1.059 -0.347 -0.221 0.926 -0.06
H -0.810 -6.282 -2.519 -0.182 0.190 -0.354 0.08
H 0.598 -7.063 -3.192 0.256 -0.191 -0.219 0.06
H -0.129 -5.692 -4.131 -0.205 -0.590 0.487 0.08
H 1.901 -5.041 -2.980 0.640 0.426 -0.523 0.12
H -0.624 -3.666 -1.900 0.408 -0.119 0.360 0.07
H -0.011 -3.392 -3.491 0.603 -0.233 0.817 0.09
H 1.049 -2.894 -2.063 -1.172 -0.835 -0.342 0.08
H 1.862 -5.912 -0.802 -0.091 -0.157 -0.684 0.09
C -0.343 -1.786 4.201 0.572 -0.550 1.153 -0.04
C 0.355 -2.374 5.448 -2.155 -0.192 -0.753 -0.55
C 0.553 -3.836 5.246 0.026 -0.313 -0.003 -0.06
O 1.614 -1.884 5.655 0.971 1.005 0.378 -0.03
H -1.146 -2.453 3.922 -0.485 0.231 -0.136 0.07
H 0.391 -1.804 3.443 0.841 -0.022 -1.234 0.06
H -0.644 -0.762 4.334 -0.433 0.446 0.104 0.05
H -0.369 -2.235 6.279 0.546 0.179 0.195 0.14
H 0.831 -4.242 6.223 -0.087 -0.491 -0.356 0.09
H 1.396 -3.923 4.549 -0.209 -0.354 0.074 0.08
H -0.357 -4.259 4.813 0.240 -0.455 0.309 0.08
H 1.565 -0.921 5.635 0.333 0.536 0.321 0.05
C 2.190 4.841 0.251 0.375 -0.055 -0.581 -0.04
C 3.282 3.876 0.703 -0.213 0.003 -0.201 -0.52
C 4.628 4.539 0.573 -0.194 0.293 0.063 -0.05
O 3.096 3.540 2.055 -0.477 0.112 1.119 -0.07
H 1.221 4.457 0.534 -0.442 0.025 0.205 0.05
H 2.175 4.971 -0.835 0.109 -0.188 0.020 0.08
H 2.363 5.833 0.670 -0.159 -0.077 0.278 0.09
H 3.202 2.910 0.175 0.269 0.462 -0.522 0.11
H 5.455 3.918 0.899 0.069 -0.113 0.253 0.08
H 4.610 5.506 1.129 0.158 -0.733 -0.399 0.10
H 4.756 4.719 -0.481 0.347 0.391 -0.487 0.07
H 2.139 3.459 2.162 0.088 -0.138 0.338 0.06
C 0.511 2.496 4.727 -0.260 0.652 -0.515 -0.05
C 0.831 1.949 6.101 0.121 -0.015 0.130 -0.49
C -0.380 1.333 6.784 -0.320 0.634 0.797 -0.05
O 1.791 0.924 5.959 -0.766 -0.707 0.406 -0.09
H 1.386 2.895 4.176 -0.238 -0.469 0.440 0.08
H -0.228 3.302 4.701 -0.009 0.055 0.383 0.07
H 0.053 1.688 4.173 0.080 -0.303 -0.454 0.05
H 1.245 2.731 6.735 0.043 0.228 0.164 0.14
H -0.100 0.818 7.735 -0.131 0.641 -0.627 0.10
H -0.794 0.563 6.147 -0.289 -0.137 -0.264 0.05
H -1.158 2.127 6.979 0.719 -0.920 -0.122 0.10
H 2.629 1.281 5.638 0.911 0.270 -0.201 0.02
C 3.730 1.831 -2.434 -0.436 0.240 0.775 -0.14
O 2.859 2.951 -2.703 -0.367 -0.727 -0.014 -0.15
H 3.096 1.077 -1.947 0.124 0.108 -0.341 0.05
H 4.168 1.378 -3.340 0.045 0.395 0.449 0.09
H 4.445 2.126 -1.643 0.182 -0.236 -0.729 0.07
H 3.333 3.714 -3.020 0.475 0.163 -0.174 0.07